(1)
122
Properties=species:S:1:pos:R:3:forces:R:3:mulliken_charge:R:1 method="wB97M-V/def2-TZVPD" gap_ev=3.06 de_lowest_kj_mol=111.95 e_tot_ha=-9985.2979 spin_multiplicity=1 charge=-1 lumo_energy_ev=1.175 homo_energy_ha=-0.0694
C 0.052240 -1.499749 -2.590819 -0.370 -0.313 0.372 0.2820
B 0.044321 -0.889720 -4.081990 0.842 1.600 -1.144 0.7123
O -0.469910 -1.548015 -5.232091 0.135 -0.548 1.349 -0.6893
C 0.660607 0.562916 -4.270551 -1.459 -1.191 1.118 -0.7987
Br 0.960242 0.842992 -6.250489 -0.062 0.478 0.047 -0.4171
C -0.403783 1.593103 -3.710773 0.721 -0.178 -0.624 0.3870
C -1.791790 1.616636 -4.506047 -0.078 1.308 0.831 -0.6626
C -3.020201 1.371222 -3.528980 -0.298 -0.282 -0.401 0.0935
C -3.983846 0.179248 -3.921305 -0.223 0.315 1.320 -0.1955
O -3.359445 -0.874305 -4.661478 -0.760 0.265 0.518 -0.4262
H 0.796166 -2.350182 -2.437703 -0.953 1.010 -0.333 -0.0754
H -0.985604 -1.874119 -2.353569 0.883 0.110 0.079 -0.3256
H 0.324114 -0.681051 -1.870275 -0.265 -0.784 -0.638 -0.0896
H -1.056550 -2.280636 -4.982956 0.370 0.235 -0.095 0.1749
H -0.593510 1.328477 -2.626220 0.196 0.107 -1.058 -0.6380
H 0.029630 2.638512 -3.690062 -0.463 -0.863 -0.099 0.3525
H -1.800629 0.965682 -5.412326 0.123 0.206 0.997 0.3946
H -1.899319 2.678465 -4.886980 -0.002 -1.104 0.192 0.3820
H -3.648082 2.308797 -3.517308 0.479 -0.938 0.134 0.4298
H -2.699538 1.188753 -2.461981 0.021 0.215 -1.144 -0.4461
H -4.334928 -0.280146 -2.945012 0.086 0.612 -0.911 0.0232
H -4.895142 0.605798 -4.425329 0.744 -0.529 0.019 0.2805
H -3.848265 -1.677533 -4.393996 0.586 0.592 -0.442 0.4208
C 3.202842 -6.254506 -0.098913 0.214 -0.297 -0.421 -0.4956
C 3.942873 -4.991654 -0.498837 0.244 0.053 0.503 -0.0540
O 2.954634 -4.168686 -1.120635 -0.537 -0.437 -0.002 -0.2443
S 1.520808 -4.442466 -0.428409 0.457 0.212 0.008 1.1855
O 1.299450 -3.432014 0.551187 -0.127 -0.547 -0.266 -0.3180
O 0.582389 -4.749718 -1.446773 -0.014 0.129 0.310 -0.5864
O 1.916670 -5.811571 0.340029 0.120 0.559 0.014 -0.3712
H 3.060768 -6.918175 -0.955663 0.053 0.022 0.015 0.3201
H 3.711292 -6.795893 0.697650 -0.210 0.097 0.102 0.3418
H 4.764434 -5.189743 -1.184552 -0.181 0.148 -0.143 0.3643
H 4.322832 -4.460656 0.378791 0.080 -0.081 -0.015 -0.0679
C -3.409389 -4.678289 0.109971 0.244 -0.266 -0.600 -0.4143
C -2.658152 -3.419953 -0.273424 0.419 -0.074 0.688 0.1079
O -3.641881 -2.579693 -0.893025 -0.791 -0.469 -0.056 -0.1188
S -5.074861 -2.848688 -0.206331 0.798 0.310 -0.247 0.9237
O -5.295103 -1.849538 0.786189 -0.557 -0.155 -5.085 -0.4693
O -6.020814 -3.139410 -1.232700 0.002 0.131 0.262 -0.5098
O -4.694859 -4.226279 0.548867 -0.122 0.600 0.004 -0.3783
H -3.554423 -5.333462 -0.753623 0.012 -0.006 0.030 0.3400
H -2.909032 -5.231449 0.903537 -0.206 0.120 0.115 0.3497
H -1.834983 -3.618838 -0.958215 -0.167 0.171 -0.152 0.1157
H -2.278007 -2.899074 0.609903 -0.183 -0.316 -0.346 0.1764
C -7.333326 -4.801401 -5.997699 -0.399 -0.361 0.081 -0.3977
C -7.696074 -3.984838 -4.772172 -0.072 0.525 -0.287 -0.3429
O -6.686432 -4.295504 -3.812994 0.369 -0.589 -0.446 -0.2070
S -5.297808 -4.586058 -4.578996 -0.670 0.192 0.072 1.0005
O -4.515878 -3.400511 -4.559309 0.035 -0.673 -0.032 -0.5078
O -4.797618 -5.841407 -4.142786 0.121 0.310 0.064 -0.6024
O -5.908373 -4.758399 -6.065710 0.162 0.342 0.440 -0.3262
H -7.638149 -5.845030 -5.882500 -0.040 0.038 0.001 0.2762
H -7.770304 -4.395561 -6.908909 0.263 0.041 -0.021 0.3208
H -8.682910 -4.231344 -4.384723 0.181 -0.095 0.202 0.3144
H -7.645602 -2.912809 -4.981501 -0.061 -0.036 -0.038 0.2962
C -1.835234 1.433942 1.243202 -0.516 0.048 0.418 -0.2352
C -0.801901 1.632439 2.332953 0.224 0.545 -0.544 0.0167
O -0.276705 0.323229 2.583029 -0.314 -0.673 -0.260 -0.4581
S -0.294070 -0.522534 1.206651 -0.560 1.008 -0.189 0.7662
O 0.996585 -0.451983 0.618825 0.007 -0.311 0.189 -0.1105
O -0.966294 -1.752260 1.443173 0.652 0.267 0.369 -0.7588
O -1.274514 0.447230 0.375322 0.678 -0.320 0.293 -0.2930
H -2.771186 1.039144 1.649230 0.001 0.011 -0.034 0.1943
H -2.038027 2.352482 0.694544 0.179 -0.162 -0.190 0.4227
H -1.228786 2.055575 3.240055 0.117 -0.243 0.079 0.4167
H 0.019033 2.264882 1.989171 -0.507 -0.427 0.037 -0.2220
C -5.421932 -1.075690 5.872702 0.391 0.269 0.020 -0.3070
C -6.382588 -0.035312 5.326252 -0.392 -0.121 0.335 -0.3578
O -6.410428 -0.260804 3.917042 0.418 -0.352 0.038 -0.3290
S -6.198244 -1.839346 3.624484 0.540 0.066 0.127 1.0321
O -7.475860 -2.435104 3.433276 0.287 -0.050 -0.013 -0.6395
O -5.139808 -1.983597 2.693105 -0.305 -0.200 4.854 -0.2129
O -5.666743 -2.252305 5.104617 -0.621 0.249 -0.028 -0.3501
H -4.382335 -0.775615 5.715337 -0.033 0.049 0.037 0.2345
H -5.585491 -1.271957 6.931654 -0.060 -0.182 -0.112 0.3067
H -6.063038 0.982128 5.545107 0.033 -0.025 -0.260 0.3244
H -7.393632 -0.189992 5.713560 0.051 0.025 0.074 0.2903
C 2.526668 6.510256 2.527163 0.473 -0.044 0.458 -0.2003
C 3.394376 5.633711 1.645475 -0.135 0.215 -0.649 -0.3247
O 2.877694 4.309074 1.824197 -0.815 -0.052 0.628 -0.3151
S 1.291756 4.391202 2.086253 1.152 0.958 -0.198 1.3162
O 0.618756 4.148046 0.857591 -0.282 -0.133 0.440 -0.5413
O 0.998248 3.674840 3.280183 0.015 0.084 -0.161 -0.5989
O 1.205808 5.971784 2.403866 -0.053 -0.542 -0.419 -0.4107
H 2.827703 6.438786 3.574630 0.035 0.030 -0.055 0.2878
H 2.543145 7.554147 2.217049 -0.289 -0.092 -0.069 0.2728
H 4.440354 5.674536 1.917715 -0.171 -0.500 0.075 0.3630
H 3.283346 5.899184 0.592330 0.032 0.012 0.061 0.3160
C 3.844000 -2.644300 2.786866 -0.496 -0.319 -0.039 0.0371
C 3.462783 -1.836894 4.010963 -0.169 0.549 -0.381 -0.2069
O 4.471411 -2.141656 4.979253 0.434 -0.538 -0.249 -0.3709
S 5.870563 -2.414277 4.218240 -0.548 0.186 -0.312 1.0675
O 6.641182 -1.221989 4.253495 0.138 -0.378 0.048 -0.5258
O 6.379217 -3.668789 4.654510 0.078 0.293 0.100 -0.5673
O 5.272864 -2.587398 2.728486 0.200 0.329 0.612 -0.2561
H 3.548028 -3.691197 2.897226 -0.065 0.042 -0.008 0.1787
H 3.407964 -2.239749 1.873824 0.184 0.013 -0.008 0.0050
H 2.475150 -2.095006 4.388201 0.172 -0.100 0.168 0.2968
H 3.503559 -0.763922 3.805672 -0.062 -0.044 -0.054 0.3287
C 4.032144 0.664119 -0.220256 -0.522 0.298 -0.388 0.2229
C 4.403344 -0.173710 -1.425967 -0.432 -0.496 0.144 -0.0382
O 5.690926 0.315148 -1.826300 0.353 0.607 0.572 -0.3686
S 6.501382 0.803911 -0.521395 -0.922 -0.318 -0.259 1.0639
O 7.375716 -0.243769 -0.114089 0.127 0.403 0.064 -0.5538
O 6.954900 2.133557 -0.745783 0.277 -0.290 0.044 -0.5676
O 5.257012 0.847441 0.503785 0.657 -0.309 -0.294 -0.2505
H 3.664018 1.647498 -0.522260 -0.047 -0.070 -0.023 0.2089
H 3.288600 0.177067 0.406069 0.158 0.019 0.102 -0.1735
H 3.681769 -0.077743 -2.238608 0.166 0.152 -0.098 0.2563
H 4.510145 -1.229029 -1.157906 -0.043 0.024 0.012 0.1923
C 5.721524 10.537702 2.501228 0.324 0.260 0.464 -0.3145
C 6.971531 10.062610 1.785508 -0.107 0.372 -0.510 -0.3765
O 6.979988 8.644485 1.965613 -0.595 -0.162 0.477 -0.3216
S 5.460100 8.107863 2.016954 0.767 1.018 -0.069 1.1575
O 5.111196 7.630874 0.726295 -0.149 -0.010 0.300 -0.5581
O 5.298546 7.331396 3.196080 0.074 -0.016 -0.252 -0.5543
O 4.737238 9.534902 2.237331 0.271 -0.465 -0.360 -0.2975
H 5.877876 10.586111 3.581755 0.020 0.025 -0.039 0.2885
H 5.382900 11.507792 2.141219 -0.183 -0.182 -0.082 0.3015
H 7.877990 10.507150 2.191663 0.011 -0.278 0.080 0.3146
H 6.915952 10.267123 0.713126 0.008 0.057 0.049 0.2956

---

(2)
92
Properties=species:S:1:pos:R:3:forces:R:3:mulliken_charge:R:1 method="wB97M-V/def2-TZVPD" gap_ev=8.45 e_tot_ha=-4058.4175 spin_multiplicity=1 lumo_energy_ev=-0.701 homo_energy_ha=-0.3364
C 5.176753 -6.252453 1.562718 0.479 0.008 -0.630 -1.3898
C 4.337567 -6.347312 0.302055 -0.157 -0.167 0.484 0.3612
I 5.469169 -6.246246 -1.481240 -0.126 -0.030 0.369 0.0939
C 3.006215 -6.501256 0.338418 0.476 -0.703 -0.217 -1.0056
I 2.141700 -6.591096 2.282866 0.075 0.062 -0.569 0.0598
C 2.164500 -6.583414 -0.925298 -0.676 0.866 0.593 1.4909
Cl 2.267745 -4.858208 -1.587366 0.019 -0.094 -0.157 -0.0627
O 2.583566 -7.543076 -1.849678 -0.056 0.899 -0.241 -0.3255
S 1.498170 -7.590649 -3.078202 0.325 -1.034 -1.128 1.1047
O 1.688797 -8.866790 -3.658518 -0.564 -0.715 0.843 -0.5954
O 1.563501 -6.533826 -4.018218 0.086 0.949 0.712 -0.5302
O 0.236743 -7.426510 -2.130409 1.153 0.099 -0.562 -0.3346
C 0.615956 -6.783351 -0.850986 -1.331 -0.445 -0.042 0.1909
O 0.103334 -7.610743 0.106516 0.356 0.438 -0.041 -0.3629
C -1.281090 -7.308879 0.348088 -0.710 0.468 0.303 -1.3380
C -1.502372 -6.133424 1.344036 -0.615 -0.682 0.263 2.3231
C -2.127521 -6.760384 2.618687 0.131 -0.006 -0.329 -1.9032
C -2.483268 -5.041369 0.824629 0.657 0.103 0.204 -1.5377
C -1.978159 -3.589978 0.967067 -0.203 0.500 0.181 0.8577
C -1.134965 -3.094987 -0.231088 -0.270 -0.342 -0.014 -1.1899
C -1.271416 -3.296477 2.304560 0.324 0.260 -0.739 -1.4172
H 6.219078 -6.059510 1.302616 -0.130 -0.021 0.053 0.3837
H 5.143067 -7.203746 2.102110 -0.101 0.178 0.070 0.3583
H 4.834222 -5.437181 2.203449 -0.070 -0.168 -0.007 0.3793
H 0.092594 -5.829031 -0.906605 0.223 0.008 0.352 0.0252
H -1.824983 -7.081706 -0.577147 0.435 -0.212 -0.176 0.3539
H -1.737056 -8.214573 0.752490 0.308 -0.038 -0.100 0.5147
H -0.530366 -5.707707 1.592678 -0.077 0.003 -0.143 -0.6475
H -2.146030 -6.065196 3.461262 -0.020 -0.081 -0.068 0.3031
H -1.631238 -7.693492 2.904474 0.168 0.258 0.134 0.4506
H -3.158387 -7.036617 2.362944 0.083 0.057 0.205 0.4847
H -2.724778 -5.241135 -0.226412 -0.151 0.134 0.127 0.3456
H -3.400543 -5.119935 1.416269 -0.029 -0.041 -0.254 0.5697
H -2.876529 -2.956857 0.971772 0.052 -0.157 -0.025 0.3841
H -1.819273 -2.635270 -0.951296 0.316 0.081 -0.039 0.3246
H -0.626559 -3.901757 -0.769715 0.003 0.017 0.186 0.2275
H -0.362925 -2.379742 0.067648 -0.201 0.036 -0.050 0.1725
H -1.089130 -2.209981 2.369904 -0.162 -0.384 0.162 0.3732
H -1.847450 -3.616903 3.175519 0.133 -0.027 -0.062 0.2609
H -0.279066 -3.763783 2.278491 -0.141 -0.027 0.377 0.2373
O -1.130576 0.515749 3.925795 -2.067 -2.210 -2.733 -0.7893
P -1.342910 1.633748 2.949252 3.712 6.051 4.049 1.2559
O 0.238176 2.105741 2.821206 -0.105 -0.493 -0.337 -0.3012
C 1.140230 1.286796 2.079769 0.075 0.023 -0.094 -0.5550
C 0.899709 1.400185 0.584910 -0.064 -0.078 -0.056 -0.6365
O -1.925327 2.753380 3.999509 -0.638 -0.322 -0.625 -0.3765
C -2.557612 2.383755 5.224978 0.129 0.003 0.372 -0.3553
C -1.574126 2.453396 6.375715 0.144 0.127 0.043 -1.1254
O -1.744695 2.573002 1.667266 -0.962 -3.136 -0.586 -0.4314
C -1.910730 4.001111 1.700999 -0.500 0.848 -0.180 -0.2574
C -0.685657 4.786981 2.106591 0.292 -0.253 0.311 -0.8352
H 1.060455 0.245826 2.408754 0.004 0.018 0.053 0.2876
H 2.146206 1.632268 2.320015 -0.056 0.061 0.096 0.3442
H -0.071388 0.981761 0.308196 0.039 -0.011 -0.044 0.2164
H 1.671648 0.862177 0.031089 0.007 -0.015 0.032 0.5070
H 0.900618 2.444386 0.270832 0.032 0.000 0.007 -0.0211
H -3.014097 1.397776 5.149699 0.153 -0.062 -0.053 0.3513
H -3.368492 3.096164 5.392762 0.047 0.070 -0.145 0.3351
H -0.662486 1.897536 6.158423 -0.112 -0.153 -0.061 0.2872
H -2.019492 2.056201 7.289235 -0.012 0.015 -0.008 0.3767
H -1.278627 3.488471 6.557030 -0.051 0.001 0.017 0.3046
H -2.771849 4.262799 2.314405 0.086 -0.172 0.171 0.2766
H -2.172281 4.277812 0.677730 0.080 -0.325 -0.077 0.3540
H -0.424777 4.626890 3.151337 -0.046 -0.038 -0.001 0.3299
H -0.877681 5.852827 1.971043 -0.115 -0.054 -0.144 0.4050
H 0.177027 4.506342 1.503822 -0.054 0.090 -0.085 0.0548
O -0.086502 5.554066 -1.518095 0.376 3.119 1.669 -0.6377
P 0.399126 6.384045 -2.657738 0.402 -4.569 -5.130 1.0355
O -0.848692 6.332680 -3.717214 0.294 0.469 0.605 -0.3047
C -2.046114 7.047767 -3.400859 -0.243 0.160 -0.017 -0.2857
C -1.877090 8.548293 -3.562022 0.133 0.019 0.104 -0.9655
O 1.447696 5.319580 -3.335493 0.066 0.574 0.222 -0.3513
C 1.942878 4.191789 -2.614844 -0.101 -0.396 -0.001 -0.3509
C 1.141967 2.950454 -2.948360 -0.070 -0.115 -0.180 -1.0518
O 1.156537 7.646658 -3.351466 -1.022 0.605 2.746 -0.3716
C 1.967600 7.568462 -4.533973 0.730 0.201 -0.544 -0.2085
C 1.253409 7.083457 -5.774917 -0.324 -0.264 0.089 -0.9088
H -2.368281 6.801012 -2.385153 0.024 -0.055 -0.017 0.2244
H -2.812645 6.688526 -4.087231 0.104 -0.119 -0.026 0.3182
H -1.174761 8.947460 -2.826517 -0.046 0.026 -0.002 0.2723
H -2.833131 9.056259 -3.428590 -0.008 -0.038 0.001 0.4124
H -1.482309 8.789908 -4.548791 -0.058 -0.019 -0.027 0.1888
H 1.950309 4.385096 -1.542969 -0.153 0.051 -0.012 0.2890
H 2.982766 4.049333 -2.917444 -0.026 0.137 -0.114 0.3693
H 0.070436 3.114981 -2.834641 0.037 0.101 0.203 0.2485
H 1.438898 2.119002 -2.307384 0.008 -0.005 -0.021 0.2988
H 1.305181 2.660430 -3.988030 0.061 -0.006 0.021 0.3620
H 2.862958 6.982009 -4.335779 -0.155 -0.168 0.123 0.2398
H 2.309246 8.590506 -4.709242 -0.189 0.075 0.259 0.3543
H 0.968359 6.036104 -5.698193 0.017 0.006 0.052 0.2475
H 1.913327 7.185642 -6.638134 0.068 0.112 0.080 0.3991
H 0.346148 7.659660 -5.956034 0.051 0.062 -0.033 0.1840